{"formula": "C5H8N2", "method": "wB97M-V/def2-TZVPD", "multiplicity": 1, "gap_ha": 0.3665, "smiles": "Cc1ccn(C)n1", "e_above_lowest_kcal_mol": 10.8, "e_lumo_ev": 1.05, "total_energy_ev": -8294.5279, "total_charge": 0, "symbols": ["C", "C", "C", "C", "N", "C", "N", "H", "H", "H", "H", "H", "H", "H", "H"], "xyz": [[0.6779, -0.8277, -2.2795], [0.2566, -0.5443, -0.8704], [-0.2774, -1.4338, 0.0905], [-0.5273, -0.6447, 1.1900], [-0.1621, 0.6147, 0.8598], [-0.2832, 1.8177, 1.6558], [0.3226, 0.6912, -0.3890], [-0.1970, -1.0012, -2.9175], [1.3188, -1.7153, -2.3372], [1.2220, 0.0334, -2.6787], [-0.4725, -2.4923, -0.0232], [-0.9280, -0.8739, 2.1682], [-1.2300, 1.8017, 2.2032], [-0.2702, 2.6637, 0.9669], [0.5498, 1.9106, 2.3613]], "forces_ev_per_a": [[0.00, 0.00, -0.03], [0.02, -0.01, -0.07], [0.02, 0.02, -0.04], [0.01, 0.12, -0.04], [-0.12, -0.10, 0.11], [0.07, 0.01, 0.06], [-0.08, -0.19, -0.04], [0.15, 0.00, 0.09], [-0.11, 0.18, 0.01], [-0.07, -0.17, 0.07], [0.08, 0.20, 0.06], [0.02, 0.03, -0.15], [0.17, 0.03, -0.07], [-0.01, -0.12, 0.15], [-0.14, 0.01, -0.10]]}